Record 1
{
  "formula": "C24H24ClO8",
  "method": "ωB97M-V/def2-TZVPD",
  "species": ["Cl", "C", "C", "C", "C", "C", "C", "O", "O", "H", "H", "H", "H", "H", "H", "C", "C", "C", "C", "C", "C", "O", "O", "H", "H", "H", "H", "H", "H", "C", "C", "C", "C", "C", "C", "O", "O", "H", "H", "H", "H", "H", "H", "C", "C", "C", "C", "C", "C", "O", "O", "H", "H", "H", "H", "H", "H"],
  "positions_angstrom": [[-58.5664, -13.5860, 8.1908], [-57.0006, -11.0440, 4.3225], [-55.7824, -10.0902, 4.4446], [-54.6953, -10.3481, 5.2133], [-54.6987, -11.5282, 5.9978], [-55.8590, -12.2785, 6.0083], [-56.9042, -12.1594, 5.1582], [-57.8943, -12.9731, 5.1336], [-53.6444, -9.4751, 5.3118], [-57.6563, -10.9378, 3.5502], [-55.7305, -9.2246, 3.8467], [-54.0780, -11.8489, 6.7912], [-55.9694, -13.3076, 6.4868], [-57.8926, -13.2553, 6.0556], [-52.9573, -9.4139, 5.9481], [-53.8120, -12.3820, 10.1735], [-52.7638, -13.1258, 11.0591], [-53.2024, -14.4156, 11.5004], [-54.3720, -14.8502, 11.0176], [-55.3413, -14.1548, 10.1138], [-55.0598, -12.9093, 9.8236], [-55.7898, -12.2256, 8.9754], [-52.3109, -15.1483, 12.1829], [-53.6353, -11.2825, 10.0345], [-51.8098, -12.7370, 11.3130], [-54.8157, -15.9023, 11.1830], [-56.0772, -14.6698, 9.7169], [-56.6379, -12.6081, 8.8337], [-52.5415, -16.0534, 12.4118], [-63.6610, -15.6956, 10.2606], [-64.3538, -17.0543, 10.0941], [-63.6081, -18.0135, 9.4183], [-62.2543, -17.8074, 9.0412], [-61.6630, -16.5625, 9.1823], [-62.3183, -15.4595, 9.7802], [-61.8300, -14.1697, 9.7556], [-64.0424, -19.4059, 9.4764], [-64.4444, -14.9702, 10.7293], [-65.3138, -17.2650, 10.3920], [-61.7625, -18.6826, 8.4760], [-60.7780, -16.3240, 8.8912], [-60.7943, -14.1233, 9.8863], [-64.8818, -19.5762, 9.9027], [-57.2694, -18.5415, 9.8395], [-57.2669, -17.2559, 9.0702], [-56.7467, -17.3535, 7.7981], [-56.2936, -18.4860, 7.2603], [-56.2380, -19.7032, 8.0350], [-56.7495, -19.6993, 9.3347], [-57.0752, -20.8736, 9.8546], [-56.7135, -16.0911, 7.0890], [-57.7660, -18.1998, 10.8608], [-57.5275, -16.2167, 9.3748], [-55.8276, -18.3431, 6.3252], [-56.1517, -20.6377, 7.5891], [-57.6505, -20.9684, 10.5003], [-57.1943, -15.4385, 7.6771]],
  "atomic_forces_ev_per_a": [[0.234, -0.323, 0.286], [6.803, 1.783, 2.767], [-3.141, -2.360, -1.099], [0.955, -1.771, 2.705], [-2.392, 0.108, -0.019], [1.450, -3.037, 0.727], [0.121, 5.053, -3.082], [-2.186, -2.540, 0.441], [-0.778, 1.722, -2.703], [-1.958, 0.464, -1.651], [-0.230, 0.988, -0.705], [1.489, 0.343, 0.330], [0.922, 1.583, 0.212], [-1.224, -1.213, 0.630], [0.045, -1.143, 1.279], [3.894, 0.037, 3.724], [-5.488, 0.540, -2.620], [1.296, 2.322, -1.472], [-5.562, -2.390, -2.209], [5.888, -2.202, 5.347], [2.174, 1.949, -0.950], [0.506, 2.643, -0.571], [1.401, -0.502, 1.220], [-0.025, -1.288, -0.337], [0.511, 0.480, 0.104], [1.422, 1.393, 0.202], [-3.628, -2.304, -1.575], [-1.807, -0.837, -0.381], [-0.623, 0.204, -0.350], [-2.352, -1.703, -0.104], [5.530, 3.237, -1.703], [-0.331, -1.767, 2.225], [-0.442, -1.166, -1.263], [-5.490, -0.629, 2.174], [-3.003, -0.499, 0.521], [2.391, -0.734, 0.907], [1.372, 1.319, -1.222], [2.289, -0.718, -0.901], [-2.062, -0.061, 0.899], [-0.535, 1.605, 1.195], [5.795, 0.776, -2.235], [-2.771, -0.318, -0.810], [-0.212, 0.752, 0.126], [-1.574, 6.823, 1.516], [0.866, -3.247, 1.010], [-1.177, 5.088, 0.421], [1.424, -3.064, 0.928], [-1.125, 3.210, -0.264], [-1.518, 1.280, -1.200], [4.951, -2.484, -4.078], [-0.163, -1.743, 1.190], [1.118, -2.175, -1.728], [-0.293, -1.340, 0.540], [0.282, -0.582, -1.239], [0.781, -1.439, -0.840], [-4.172, 0.360, 4.749], [0.351, -0.486, -1.062]],
  "lowdin_charge": [-0.06, 0.07, 0.01, -0.35, 0.01, -0.05, -0.46, 0.05, 0.02, 0.06, 0.08, 0.10, 0.13, -0.04, 0.08, 0.04, 0.06, -0.41, 0.00, 0.01, -0.43, 0.03, 0.03, 0.11, 0.08, 0.13, 0.02, -0.06, 0.11, 0.02, -0.02, -0.28, -0.01, -0.01, -0.31, -0.02, -0.03, 0.12, 0.06, 0.14, 0.04, 0.11, 0.07, 0.00, 0.00, -0.33, -0.01, 0.02, -0.38, 0.10, -0.05, 0.14, 0.09, 0.11, 0.09, 0.03, -0.03],
  "mol_weight_g_mol": 475.901,
  "de_lowest_ev": 0.000,
  "lumo_energy_ev": 2.3,
  "orbital_gap_ev": 7.6,
  "charge": -1
}


Record 2
{
  "formula": "C2H8ClN4O2P",
  "method": "ωB97M-V/def2-TZVPD",
  "species": ["C", "C", "N", "N", "N", "N", "O", "O", "P", "Cl", "H", "H", "H", "H", "H", "H", "H", "H"],
  "positions_angstrom": [[-0.8830, -0.3229, -1.4230], [0.2256, 0.1997, -2.2853], [-1.7827, -1.3127, 1.4227], [1.8417, -0.2735, 1.3703], [0.1109, 1.6593, 1.4935], [-0.3684, -0.8132, -0.1750], [-1.9633, -2.4047, 1.2602], [-0.5024, -0.7253, 2.3381], [0.1677, 0.0122, 1.1511], [1.3213, 1.2622, -1.3463], [-1.2855, -1.1881, -2.0263], [-1.6937, 0.4081, -1.4219], [-0.2013, 0.7818, -3.0418], [0.8432, -0.6926, -2.5888], [1.9818, -1.0388, 0.7107], [2.5430, 0.4543, 1.1294], [-0.6389, 2.1525, 1.0156], [0.2841, 1.8415, 2.4170]],
  "atomic_forces_ev_per_a": [[-0.040, -0.959, -0.275], [1.464, -1.638, 0.788], [-3.067, 1.049, -1.822], [-0.179, 0.056, -0.677], [-1.024, -1.176, -3.896], [-0.242, 1.910, 2.138], [0.965, -1.226, 1.250], [0.825, -1.030, 0.768], [2.249, -0.408, -1.069], [0.023, 0.419, -0.702], [0.182, 0.586, 0.713], [-0.124, 0.178, 0.622], [-0.114, 0.635, -1.602], [-0.521, 1.268, -0.148], [0.480, -0.137, 0.371], [-1.247, -0.507, 0.237], [0.317, 0.175, 0.607], [0.052, 0.808, 2.694]],
  "lowdin_charge": [-0.40, -0.56, -0.02, -0.11, -0.07, -0.19, 0.12, -0.29, 0.43, 0.58, 0.12, 0.10, 0.04, 0.09, 0.03, 0.04, 0.06, 0.01],
  "mol_weight_g_mol": 186.539,
  "de_lowest_ev": 0.054,
  "lumo_energy_ev": [0.4, 0.4],
  "orbital_gap_ev": [9.0, 9.0]
}